Entry A
{
  "formula": "C3H2BrClF2",
  "method": "wB97M-V/def2-TZVPD",
  "mol_weight_g_mol": 191.40,
  "e_homo_ev": [-10.895, -10.539],
  "spin_multiplicity": 1,
  "elements": ["C", "C", "C", "F", "F", "Cl", "Br", "H", "H"],
  "xyz": [[-0.69, 0.63, -0.22], [-0.06, -0.32, 0.73], [0.74, 0.11, -0.47], [0.24, -0.44, 1.99], [-1.19, -2.46, 0.71], [1.19, -0.83, -1.95], [2.20, 1.26, 0.02], [-1.59, 0.37, -0.80], [-0.83, 1.68, -0.01]]
}

***

Entry B
{
  "formula": "C3H2BrClF2",
  "method": "wB97M-V/def2-TZVPD",
  "mol_weight_g_mol": 191.40,
  "e_homo_ev": [-8.849, -9.146],
  "spin_multiplicity": 1,
  "elements": ["C", "C", "C", "F", "F", "Cl", "Br", "H", "H"],
  "xyz": [[1.35, 0.28, 0.42], [1.61, 0.60, -0.78], [-1.36, -0.48, 0.24], [-2.42, 0.01, 0.89], [-1.09, -1.64, 0.86], [-1.54, -0.52, -1.50], [0.78, 1.49, -2.23], [0.77, 0.81, 1.14], [1.88, -0.54, 0.96]]
}

***

Entry C
{
  "formula": "C3H2BrClF2",
  "method": "wB97M-V/def2-TZVPD",
  "mol_weight_g_mol": 191.40,
  "e_homo_ev": [-9.118, -9.117],
  "spin_multiplicity": 1,
  "elements": ["C", "C", "C", "F", "F", "Cl", "Br", "H", "H"],
  "xyz": [[0.81, 0.11, 0.54], [0.21, 0.14, -0.90], [-0.59, 0.54, 0.25], [0.75, 0.96, -1.84], [-0.08, -1.02, -1.46], [-1.58, -2.45, 0.69], [-1.99, 1.53, 0.98], [1.12, -0.88, 0.96], [1.36, 1.06, 0.78]]
}

***

Relative energies, eV: entry A 0.582; entry B 0.151; entry C 0.000.

***

Entry A
{
  "formula": "C3H3FOS",
  "method": "wB97M-V/def2-TZVPD",
  "smiles": "O=C[C@@H](F)C=S",
  "mol_weight_g_mol": 106.12,
  "e_homo_ev": -9.293,
  "spin_multiplicity": 1,
  "elements": ["O", "C", "C", "F", "C", "S", "H", "H", "H"],
  "xyz": [[1.98, 1.13, -0.97], [1.26, 0.28, -0.62], [-0.08, 0.35, 0.48], [-0.41, 1.65, 0.47], [-1.13, -0.62, 0.16], [-2.30, -0.46, -0.90], [1.31, -0.81, -0.78], [0.43, 0.11, 1.42], [-1.05, -1.62, 0.74]]
}

***

Entry B
{
  "formula": "C3H3FOS",
  "method": "wB97M-V/def2-TZVPD",
  "smiles": "O=C[C@@H](F)C=S",
  "mol_weight_g_mol": 106.12,
  "e_homo_ev": -8.735,
  "spin_multiplicity": 1,
  "elements": ["O", "C", "C", "F", "C", "S", "H", "H", "H"],
  "xyz": [[-1.50, -0.21, -1.24], [-0.99, -0.89, -0.42], [0.21, -0.05, 0.73], [1.16, -0.80, 1.24], [0.64, 0.95, -0.19], [2.17, 1.12, -0.63], [-0.97, -1.91, -0.32], [-0.49, 0.41, 1.55], [-0.23, 1.39, -0.72]]
}

***

Relative energies, eV: entry A 0.000; entry B 0.356.

***

Entry A
{
  "formula": "C4H16N8O4",
  "method": "wB97M-V/def2-TZVPD",
  "smiles": "NC(N)=O.NC(N)=O.NC(N)=O.NC(N)=O",
  "mol_weight_g_mol": 240.22,
  "e_homo_ev": -9.074,
  "spin_multiplicity": 1,
  "elements": ["N", "C", "N", "O", "H", "H", "H", "H", "N", "C", "N", "O", "H", "H", "H", "H", "N", "C", "N", "O", "H", "H", "H", "H", "N", "C", "N", "O", "H", "H", "H", "H"],
  "xyz": [[-0.87, 6.90, -4.10], [-0.41, 7.16, -2.93], [-0.02, 8.44, -2.90], [-0.51, 6.43, -2.00], [-1.49, 6.15, -4.36], [-0.85, 7.64, -4.80], [0.01, 8.88, -3.81], [-0.03, 8.84, -1.98], [-1.47, 9.19, -6.72], [-0.85, 10.22, -6.26], [-1.56, 11.32, -6.34], [0.31, 10.16, -5.88], [-2.37, 9.41, -7.12], [-0.74, 8.54, -6.97], [-1.05, 12.13, -6.02], [-2.44, 11.39, -6.83], [-1.55, 7.78, 0.64], [-2.16, 7.17, 1.56], [-3.01, 7.86, 2.13], [-1.80, 6.10, 1.95], [-2.06, 8.52, 0.16], [-0.94, 7.33, -0.03], [-3.53, 7.52, 2.93], [-3.26, 8.75, 1.73], [1.58, 12.19, -3.49], [1.09, 13.33, -3.64], [1.36, 14.07, -2.58], [0.37, 13.73, -4.53], [1.27, 11.45, -4.10], [1.98, 11.82, -2.64], [1.90, 13.58, -1.88], [1.17, 15.06, -2.59]]
}

***

Entry B
{
  "formula": "C4H16N8O4",
  "method": "wB97M-V/def2-TZVPD",
  "smiles": "NC(N)=O.NC(N)=O.NC(N)=O.NC(N)=O",
  "mol_weight_g_mol": 240.22,
  "e_homo_ev": -8.830,
  "spin_multiplicity": 1,
  "elements": ["N", "C", "N", "O", "H", "H", "H", "H", "N", "C", "N", "O", "H", "H", "H", "H", "N", "C", "N", "O", "H", "H", "H", "H", "N", "C", "N", "O", "H", "H", "H", "H"],
  "xyz": [[8.24, 15.59, -5.62], [9.08, 16.34, -6.26], [8.49, 17.01, -7.25], [10.27, 16.41, -5.94], [8.48, 15.13, -4.76], [7.36, 15.36, -6.05], [9.00, 17.80, -7.59], [7.50, 17.20, -7.19], [7.04, 15.58, -10.36], [7.31, 16.51, -11.18], [6.70, 16.45, -12.28], [8.11, 17.33, -10.97], [7.27, 15.60, -9.38], [6.61, 14.75, -10.74], [6.50, 17.31, -12.77], [5.94, 15.78, -12.23], [4.71, 17.51, -6.80], [5.35, 16.58, -7.48], [5.50, 17.03, -8.70], [5.74, 15.53, -6.96], [4.61, 17.19, -5.85], [4.17, 18.30, -7.12], [4.88, 17.77, -8.98], [5.94, 16.58, -9.49], [2.63, 16.57, -4.48], [3.10, 17.00, -3.41], [2.80, 18.26, -3.21], [3.67, 16.32, -2.63], [2.15, 17.33, -4.94], [2.24, 15.63, -4.49], [2.91, 18.59, -2.26], [2.24, 18.76, -3.88]]
}

***

Relative energies, eV: entry A 0.000; entry B 0.456.

***

Entry A
{
  "formula": "C10H14N2O",
  "method": "wB97M-V/def2-TZVPD",
  "smiles": "CN(N)[C@@]1(O)CCc2ccccc21",
  "mol_weight_g_mol": 178.24,
  "e_homo_ev": -8.583,
  "spin_multiplicity": 1,
  "elements": ["C", "N", "N", "C", "O", "C", "C", "C", "C", "C", "C", "C", "C", "H", "H", "H", "H", "H", "H", "H", "H", "H", "H", "H", "H", "H", "H"],
  "xyz": [[-2.42, -0.82, 0.20], [-1.36, -0.19, 1.06], [-1.66, 0.41, 2.31], [-0.49, 0.75, 0.29], [-1.38, 1.67, -0.34], [0.59, 1.45, 1.21], [1.67, 0.38, 1.22], [1.55, -0.30, -0.12], [2.56, -0.88, -0.95], [2.22, -1.27, -2.19], [0.93, -1.03, -2.77], [-0.01, -0.39, -1.96], [0.32, -0.03, -0.68], [-2.85, -1.61, 0.87], [-3.22, -0.11, -0.08], [-1.86, -1.27, -0.54], [-2.64, 0.89, 2.32], [-1.60, -0.26, 3.11], [-1.79, 2.19, 0.32], [0.04, 1.47, 2.13], [0.98, 2.47, 0.87], [1.56, -0.38, 1.93], [2.65, 0.78, 1.32], [3.61, -0.93, -0.51], [2.89, -1.73, -2.85], [0.68, -1.30, -3.76], [-0.99, 0.02, -2.39]]
}

***

Entry B
{
  "formula": "C10H14N2O",
  "method": "wB97M-V/def2-TZVPD",
  "smiles": "Nc1ccccc1N1CCOCC1",
  "mol_weight_g_mol": 178.23,
  "e_homo_ev": -7.583,
  "spin_multiplicity": 1,
  "elements": ["N", "C", "C", "C", "C", "C", "C", "N", "C", "C", "O", "C", "C", "H", "H", "H", "H", "H", "H", "H", "H", "H", "H", "H", "H", "H", "H"],
  "xyz": [[-1.16, -0.61, -1.74], [-0.92, 0.66, -1.47], [-1.27, 1.75, -2.22], [-0.84, 3.07, -1.80], [-0.09, 3.28, -0.67], [0.31, 2.10, 0.07], [0.01, 0.85, -0.37], [0.29, -0.37, 0.27], [-0.65, -0.81, 1.30], [-0.53, -2.35, 1.42], [0.75, -2.83, 1.09], [1.81, -1.95, 1.43], [1.70, -0.75, 0.57], [-0.67, -1.41, -1.37], [-1.68, -0.88, -2.51], [-1.99, 1.60, -2.94], [-1.05, 3.95, -2.38], [0.18, 4.21, -0.27], [0.71, 2.45, 1.06], [-0.37, -0.52, 2.26], [-1.68, -0.51, 1.08], [-1.12, -2.88, 0.60], [-0.82, -2.76, 2.38], [2.77, -2.54, 1.19], [1.91, -1.81, 2.44], [2.13, -1.12, -0.34], [2.28, 0.18, 0.91]]
}

***

Relative energies, eV: entry A 0.000; entry B 0.134.